1.
# C6H15ClNS2

2 unconnected molecules or ions with the total composition C6H15ClNS2 (ωB97M-V/def2-TZVPD, OMol25).

Computed properties:
- E_LUMO: -0.16578 hartree
- Kohn-Sham gap: 0.310 Eh
- HOMO: -12.959 eV
- Relative energy (zero: lowest compared OMol25 entry of this formula, charge and spin): 3.5 kcal/mol
- Energy: -42139.972 eV
- F_max: 0.074 Eh/bohr

Structure (ORCA input):
```
! RIJCOSX wB97M-V def2-TZVPD def2/J DEFGRID3
* xyz 1 1
C 2.78 -0.40 -0.76
C 1.91 0.85 -0.96
C 1.03 1.25 0.26
C 0.38 0.14 1.13
C -0.72 -0.60 0.37
C -1.50 -1.68 1.02
N -1.80 0.42 -0.15
S -0.66 -3.10 1.60
S -3.03 -1.43 1.61
Cl -2.51 2.14 -2.19
H 3.45 -0.65 -1.49
H 3.38 -0.30 0.13
H 2.24 -1.33 -0.67
H 1.35 0.59 -1.77
H 2.61 1.60 -1.26
H 1.80 1.81 1.06
H 0.22 1.94 -0.12
H 1.15 -0.56 1.46
H -0.16 0.64 1.94
H -0.14 -1.06 -0.42
H -1.85 1.38 0.31
H -3.78 1.69 -1.96
H -1.81 0.51 -1.20
H -1.72 -3.76 2.04
H -2.62 -0.09 0.01
*
```

***

2.
# C27H29BrFNOPPdTe

A molecular structure, C27H29BrFNOPPdTe (ωB97M-V/def2-TZVPD, OMol25).

Computed properties:
- E_LUMO (spin up / spin down): -0.12407 / -0.12430 hartree
- Kohn-Sham gap (spin up / spin down): 0.242 / 0.242 Eh
- HOMO (spin up / spin down): -9.958 / -9.962 eV
- Relative energy (zero: lowest compared OMol25 entry of this formula, charge and spin): 27.0 kcal/mol
- Energy: -124824.084 eV
- F_max: 0.024 Eh/bohr

Structure (ORCA input):
```
! RIJCOSX wB97M-V def2-TZVPD def2/J DEFGRID3
* xyz 1 1
Pd 0.78 0.82 -0.74
F 3.35 -2.08 3.05
C 3.26 -1.25 1.99
C 2.84 0.04 2.18
C 2.76 0.88 1.06
C 3.03 0.40 -0.22
C 2.70 1.21 -1.35
C 3.49 -0.95 -0.35
C 3.62 -1.76 0.73
H 2.64 0.39 3.18
H 2.56 1.94 1.21
H 2.89 0.83 -2.35
H 2.61 2.29 -1.23
H 3.72 -1.32 -1.34
H 3.97 -2.78 0.65
C 0.21 3.92 1.85
P 0.29 4.42 0.12
C -1.34 5.02 -0.29
C 1.40 5.82 0.07
O 0.71 3.32 -0.81
H -0.46 4.57 2.41
H 1.19 3.96 2.31
H -0.16 2.89 1.91
H -1.57 5.95 0.23
H -2.09 4.27 -0.01
H -1.39 5.19 -1.36
H 1.07 6.61 0.74
H 1.45 6.21 -0.94
H 2.40 5.50 0.37
Te -0.02 -1.82 -1.73
C 0.81 -3.69 -1.33
C 1.31 -3.96 -0.06
C 1.80 -5.22 0.24
C 1.80 -6.21 -0.74
C 1.31 -5.94 -2.00
C 0.80 -4.68 -2.30
C -1.47 -2.03 -0.24
C -1.12 -1.81 1.09
C -2.05 -1.99 2.10
C -3.35 -2.38 1.78
C -3.70 -2.60 0.46
C -2.76 -2.43 -0.55
H 1.30 -3.20 0.71
H 2.18 -5.44 1.23
H 2.19 -7.19 -0.51
H 1.31 -6.71 -2.76
H 0.40 -4.48 -3.29
H -0.11 -1.49 1.34
H -1.77 -1.84 3.13
H -4.08 -2.53 2.56
H -4.70 -2.92 0.22
H -3.04 -2.62 -1.58
Br -0.76 1.65 -3.35
C -1.97 1.55 -1.89
C -3.30 1.84 -2.15
C -4.19 1.78 -1.09
C -3.71 1.43 0.17
C -2.37 1.14 0.31
N -1.49 1.20 -0.71
H -3.62 2.10 -3.14
H -5.23 1.99 -1.24
H -4.37 1.36 1.02
H -1.96 0.84 1.26
*
```

***

3.
# C4H18NO8

6 unconnected molecules or ions with the total composition C4H18NO8 (ωB97M-V/def2-TZVPD, OMol25).

Computed properties:
- E_LUMO: 0.11809 hartree
- Kohn-Sham gap: 0.349 Eh
- HOMO: -6.288 eV
- Relative energy (zero: lowest compared OMol25 entry of this formula, charge and spin): 56.9 kcal/mol
- Energy: -22312.289 eV
- F_max: 0.049 Eh/bohr

Structure (ORCA input):
```
! RIJCOSX wB97M-V def2-TZVPD def2/J DEFGRID3
* xyz -1 1
O -0.13 0.80 -2.65
C -0.40 1.13 -1.51
N 0.47 1.65 -0.62
C 1.89 1.62 -0.77
O 2.41 0.57 0.02
C -1.81 1.12 -0.90
C -1.98 -0.24 -0.24
O -3.09 -0.21 0.67
H 0.21 1.69 0.37
H 2.33 2.55 -0.37
H 2.24 1.53 -1.80
H -1.73 1.91 -0.15
H -2.56 1.43 -1.63
H -2.29 -0.95 -1.01
H -1.13 -0.62 0.31
H -2.60 0.14 1.45
H 2.49 -1.25 -1.21
H 2.84 -1.77 0.18
O 2.81 -2.03 -0.74
H -1.72 0.21 3.80
H -0.71 0.47 2.63
O -1.56 0.04 2.86
H 0.40 -0.89 1.90
H 1.23 -1.99 1.70
O 0.36 -1.87 2.12
H -0.69 -1.41 -2.23
H 0.34 -2.27 -1.35
O -0.40 -2.28 -1.95
H 1.21 1.23 2.77
H 1.84 0.59 0.90
O 0.79 0.85 1.99
*
```

***

4.
# C2H3N3O2

A molecular structure, C2H3N3O2 (ωB97M-V/def2-TZVPD, OMol25).

Computed properties:
- E_LUMO: 0.01047 hartree
- Kohn-Sham gap: 0.343 Eh
- HOMO: -9.048 eV
- Relative energy (zero: lowest compared OMol25 entry of this formula, charge and spin): 110.9 kcal/mol
- Energy: -10683.648 eV
- F_max: 0.195 Eh/bohr

Structure (ORCA input):
```
! RIJCOSX wB97M-V def2-TZVPD def2/J DEFGRID3
* xyz 0 1
C 0.39 0.49 0.37
C 0.16 -0.16 -0.77
H 1.38 1.30 1.73
H -1.62 -1.75 1.14
H 0.50 -0.23 -2.59
N -0.69 0.30 1.17
N -1.34 -0.58 0.55
N -0.84 -1.13 -0.56
O 1.29 1.47 0.75
O 0.77 0.29 -1.80
*
```

***

5.
# C19H25F3N2O4

A single C19H25F3N2O4 molecule (ωB97M-V/def2-TZVPD, OMol25).

Computed properties:
- E_LUMO: -0.00358 hartree
- Kohn-Sham gap: 0.346 Eh
- SMILES: CCc1c(CCCCN)cc2c(c1CCO)C(=O)N(C[C@H](O)C(F)(F)F)C2=O
- HOMO: -9.507 eV
- Energy: -39430.961 eV
- F_max: 0.020 Eh/bohr

Structure (ORCA input):
```
! RIJCOSX wB97M-V def2-TZVPD def2/J DEFGRID3
* xyz 0 1
C 1.93 0.21 -2.85
C 0.65 0.74 -2.16
C 0.48 0.32 -0.72
C 1.49 0.56 0.25
C 2.78 1.29 -0.05
C 2.63 2.72 -0.59
C 1.84 3.64 0.36
C 0.56 4.21 -0.25
N 0.83 4.92 -1.51
C 1.31 0.13 1.56
C 0.15 -0.51 1.91
C -0.85 -0.72 0.97
C -0.72 -0.31 -0.35
C -1.86 -0.58 -1.30
C -2.80 0.64 -1.49
O -2.60 1.63 -0.48
C -1.96 -1.43 1.69
O -3.14 -1.38 1.48
N -1.35 -2.09 2.85
C -0.74 -3.39 2.50
C -1.51 -4.12 1.42
O -2.82 -4.36 1.88
C -0.81 -5.46 1.05
F 0.29 -5.70 1.79
F -1.61 -6.51 1.18
F -0.41 -5.42 -0.24
C -0.31 -1.11 3.20
O -0.02 -0.80 4.31
H 2.40 -0.57 -2.24
H 2.67 0.98 -3.02
H 1.68 -0.24 -3.81
H -0.20 0.40 -2.74
H 0.61 1.84 -2.21
H 3.42 0.71 -0.72
H 3.34 1.37 0.89
H 2.19 2.73 -1.59
H 3.64 3.12 -0.72
H 1.57 3.10 1.28
H 2.47 4.47 0.67
H 0.13 4.94 0.45
H -0.18 3.41 -0.34
H 0.83 4.27 -2.29
H 0.07 5.56 -1.70
H 2.08 0.31 2.30
H -2.46 -1.39 -0.87
H -1.51 -0.94 -2.26
H -3.84 0.31 -1.40
H -2.63 1.07 -2.47
H -2.28 2.44 -0.89
H -0.74 -4.02 3.39
H 0.30 -3.28 2.18
H -1.53 -3.56 0.48
H -3.45 -4.11 1.19
*
```